Entry 1:
Molecular formula: C3H5N4O4
Method: DFT, ωB97M-V/def2-TZVPD

Output
Gap between HOMO and LUMO = 7.41 eV
Total charge = -1
HOMO energy = -4.51 eV
LUMO = 2.897 eV

CARTESIAN COORDINATES (ANGSTROEM)
C 1.90240 0.27780 0.03319
C -0.42843 1.33377 0.18547
C 0.79556 0.77283 0.92600
N -2.62779 0.57873 0.01250
N 1.40780 -0.37525 -1.03880
N -0.75800 -1.89608 -0.50476
N -1.37632 0.35167 0.00645
O -0.29115 -2.27597 0.64967
O 3.03168 0.75637 0.18316
O -0.41467 2.50924 -0.21371
O -3.43485 -0.35723 -0.26441
H 1.31885 1.62688 1.37712
H 0.37405 0.22970 1.75705
H 0.40985 -0.66724 -1.01013
H 1.90500 -1.03269 -1.63873
H -1.81398 -1.83255 -0.46006

---

Entry 2:
Molecular formula: C45H55FeN9O2Se2
Method: DFT, ωB97M-V/def2-TZVPD

Output
Gap between HOMO and LUMO = 5.56 eV
Total charge = 0
HOMO energy = -6.54 eV
LUMO = -0.971 eV

CARTESIAN COORDINATES (ANGSTROEM)
Fe -1.80652 0.81271 -1.14985
C 3.77856 0.60837 4.68715
C 4.21052 0.38680 3.23557
C 4.92006 -0.97077 3.14633
C 5.21981 1.48273 2.85759
C 3.02843 0.47701 2.27000
C 1.86101 1.15392 2.56240
C 0.86839 1.35498 1.60331
Se -2.31349 0.53337 1.16369
C -1.24284 -1.05291 1.18536
C -0.77689 -1.60278 2.36496
C -0.19655 -2.85977 2.36495
C -0.21084 -3.55954 1.15488
C -0.72343 -3.06447 -0.03828
C -1.19782 -1.72259 -0.05684
O -1.63128 -1.14493 -1.15205
C -0.91588 -3.98628 -1.25223
C -0.33995 -3.42562 -2.55969
C -0.27808 -5.36166 -1.03320
C -2.42881 -4.19306 -1.43358
C 0.34343 -3.45246 3.66552
C -0.82555 -3.77676 4.60603
C 1.26572 -2.43431 4.34511
C 1.14377 -4.73351 3.42619
C 0.99032 0.89571 0.26380
O 0.11105 1.25344 -0.64499
C 2.17531 0.15206 -0.02631
C 3.13146 -0.00494 0.96807
C 2.53985 -0.47206 -1.38353
C 1.44042 -0.36040 -2.43343
C 2.84409 -1.96710 -1.18377
C 3.78777 0.22533 -1.94948
H 4.63937 0.49104 5.34891
H 3.38459 1.61427 4.84245
H 3.01524 -0.11022 4.99050
H 5.72942 -1.01208 3.87914
H 4.23685 -1.79589 3.34893
H 5.36439 -1.13529 2.16417
H 6.09081 1.45247 3.51834
H 5.56406 1.35356 1.82945
H 4.76110 2.47082 2.93633
H 1.70428 1.56359 3.55257
H -0.87265 -1.03253 3.28233
H 0.18339 -4.56428 1.15330
H 0.73682 -3.27594 -2.48258
H -0.52015 -4.14566 -3.36338
H -0.79947 -2.47684 -2.82240
H 0.79534 -5.28086 -0.84593
H -0.73480 -5.90126 -0.20114
H -0.41590 -5.96601 -1.93200
H -2.91930 -3.23722 -1.61375
H -2.62511 -4.84835 -2.28697
H -2.86620 -4.64534 -0.54094
H -1.41255 -2.88281 4.82403
H -1.49217 -4.51309 4.15254
H -0.45710 -4.18114 5.55284
H 0.72479 -1.53147 4.63269
H 1.71141 -2.86056 5.24808
H 2.06264 -2.13232 3.66491
H 0.52249 -5.53025 3.01304
H 1.97827 -4.55924 2.74325
H 1.55084 -5.09193 4.37410
H 4.03956 -0.52947 0.69997
H 0.50037 -0.78719 -2.09476
H 1.25083 0.68269 -2.66914
H 1.76053 -0.87890 -3.34368
H 1.99898 -2.46511 -0.70481
H 3.02928 -2.44351 -2.15082
H 3.72489 -2.13049 -0.56140
H 3.59410 1.29134 -2.09634
H 4.64958 0.13145 -1.28739
H 4.05510 -0.21156 -2.91609
Se -7.65399 5.38623 -2.59969
N -7.45249 3.61515 -2.62184
C -6.21820 3.36428 -2.28511
C -5.66574 2.01497 -2.19456
C -6.38943 0.85259 -2.45759
C -5.75367 -0.36506 -2.33777
C -4.41482 -0.40541 -1.95301
N -3.72370 0.69656 -1.69857
C -4.33310 1.88654 -1.82066
C -3.49791 3.04849 -1.52880
N -2.23085 2.77200 -1.18635
C -1.40998 3.77324 -0.90706
C -1.82575 5.10271 -0.94930
C -3.12815 5.39618 -1.29504
C -3.99323 4.34559 -1.59946
C -5.39069 4.51840 -1.98842
N -5.97083 5.68151 -2.09106
H -7.42833 0.92609 -2.75006
H -6.27770 -1.28972 -2.53344
H -3.85923 -1.32722 -1.83671
H -0.40530 3.46422 -0.64655
H -1.12440 5.88801 -0.70347
H -3.49088 6.41452 -1.33693
C 1.14055 4.36781 1.85961
C 0.11150 3.55751 2.64411
C -0.25835 2.23248 1.99266
N -1.51096 2.04325 1.86366
H 1.39590 5.28288 2.39581
H 0.75424 4.65552 0.87986
H 2.05484 3.79576 1.70095
H -0.81139 4.12026 2.78596
H 0.51047 3.34594 3.64072
N 0.30372 2.69880 -6.97594
C 0.09155 2.30810 -5.69604
N 0.91190 2.79870 -4.75166
N -0.91556 1.49706 -5.46824
C -1.14194 1.20670 -4.20110
N -1.33745 0.95549 -3.09366
H 1.21666 3.01376 -7.25212
H -0.23874 2.21100 -7.66842
H 1.57034 3.52646 -4.96008
H 0.77517 2.53773 -3.78664

---

Entry 3:
Molecular formula: C3H5N3O2S
Method: DFT, ωB97M-V/def2-TZVPD

Output
Gap between HOMO and LUMO = 9.69 eV
Total charge = 0
HOMO energy = -10.47 eV
LUMO = -0.777 eV

CARTESIAN COORDINATES (ANGSTROEM)
C -0.55924 -0.59198 0.19200
C -0.43591 0.81100 -0.41396
C 0.66941 -1.29171 0.26235
N -1.72889 -0.95683 0.43414
N 0.32998 1.45738 -1.08444
N -2.23860 1.41898 0.07978
O -3.52649 -0.42763 -1.13022
O -3.83311 -0.07781 1.30892
S -3.01995 0.03009 0.13126
H 1.21047 -0.98199 -0.57808
H 0.43801 -2.34662 0.11771
H 1.23236 -1.21448 1.16567
H 0.11685 2.37473 -1.53949
H -2.30575 1.73362 1.04717

---

Entry 4:
Molecular formula: C35H34IrN4O4
Method: DFT, ωB97M-V/def2-TZVPD

Output
Gap between HOMO and LUMO = 7.42 eV
Total charge = -1
HOMO energy = -4.80 eV
LUMO = 2.611 eV

CARTESIAN COORDINATES (ANGSTROEM)
Ir -0.15379 0.88583 -0.73538
C -3.71696 2.45495 -2.74765
C -2.99211 1.75548 -1.62444
O -1.81921 2.08842 -1.43969
C -3.69207 0.79128 -0.79266
C -5.09404 0.67820 -0.88213
C -5.81887 -0.13895 -0.05349
C -5.12979 -0.89441 0.91262
C -3.76995 -0.82362 1.02890
C -2.98613 0.01365 0.17643
O -1.71851 -0.00121 0.33472
H -2.96537 2.90065 -3.39090
H -4.37642 3.23066 -2.34992
H -4.32441 1.75375 -3.31729
H -5.61500 1.27480 -1.61989
H -6.89569 -0.19833 -0.13567
H -5.68513 -1.54798 1.57645
H -3.22991 -1.41234 1.76123
C 4.17301 -1.71125 2.35617
C 2.84312 -0.96363 2.46901
C 1.65690 -1.78777 2.05184
C 1.31180 -2.80497 2.93991
C 0.22569 -3.62470 2.71242
C -0.50370 -3.44339 1.55363
C -0.18458 -2.46180 0.61987
C -1.03183 -2.45635 -0.63188
C -0.89672 -3.75792 -1.42642
C 0.88906 -1.59645 0.88789
N 1.16492 -0.48225 0.01947
C 2.38377 -0.31409 -0.38564
C 2.68262 0.86376 -1.10626
C 3.83542 1.45504 -1.63091
C 3.41465 2.63823 -2.24138
C 2.02243 2.71111 -2.07459
N 1.59450 1.65181 -1.38327
H 4.99617 -1.07790 2.69327
H 4.38737 -2.02877 1.33340
H 4.16610 -2.61049 2.97505
H 2.89137 -0.02281 1.93293
H 2.70177 -0.70704 3.50833
H 1.90424 -2.92362 3.84102
H -0.04746 -4.39451 3.42400
H -1.35472 -4.08285 1.34785
H -0.79387 -1.60907 -1.26448
H -2.07318 -2.33764 -0.32562
H 0.14575 -3.94656 -1.68420
H -1.47274 -3.69267 -2.35255
H -1.27315 -4.61423 -0.86339
H 3.13823 -1.05994 -0.16881
H 4.83930 1.06504 -1.56884
H 4.03058 3.36196 -2.75145
H 1.32678 3.45507 -2.43181
O -1.24533 1.29780 -3.94402
C -0.51882 0.32249 -3.88344
C -0.13295 -0.47606 -5.12671
C 0.88854 -1.46584 -4.61172
C 0.88264 -1.24055 -3.10178
O 1.58214 -1.90744 -2.35584
N 0.04725 -0.20971 -2.75029
H 0.23739 0.20963 -5.88793
H -1.03715 -0.94499 -5.51800
H 1.89983 -1.27429 -4.97274
H 0.66051 -2.51261 -4.81179
C -0.27829 2.33739 0.74751
C 0.42174 2.35775 2.05387
C -0.15248 1.78200 3.19376
C 0.42324 1.93614 4.43911
C 1.61032 2.66088 4.57496
C 2.22364 3.19854 3.44396
C 1.63582 3.03905 2.20279
C 2.21242 2.82010 5.86686
N 2.70066 2.94488 6.90216
H 0.03973 3.24658 0.22508
H -1.34652 2.42624 0.96323
H -1.07927 1.23030 3.08681
H -0.04054 1.50283 5.31650
H 3.15239 3.74541 3.54657
H 2.10280 3.47331 1.32534